C35H83CrF6N7O18S2 | ωB97M-V with the def2-TZVPD basis set

```
152
Properties=species:S:1:pos:R:3:forces:R:3:mulliken_spin:R:1
Cr -1.677 -1.810 -0.966 0.5 1.6 -0.9 3.87
S -0.507 0.890 0.593 5.0 1.8 1.9 0.05
S -3.188 0.630 0.516 -0.5 1.0 0.5 0.07
F -2.547 -0.862 2.694 0.0 0.1 -0.5 0.01
F -4.617 -0.318 2.609 0.1 0.3 -0.5 0.00
F 0.975 2.256 -1.201 -0.8 -0.2 0.0 0.00
F -1.191 2.258 -1.654 0.4 0.4 0.3 0.00
F -3.130 1.152 3.184 -0.4 -0.3 -0.7 0.00
F -0.331 3.450 -0.023 -0.5 0.9 0.1 0.00
O -2.901 6.203 -7.676 -0.2 -0.8 -0.1 0.00
O 4.136 -1.911 -0.689 -0.6 0.0 0.0 0.00
O 3.977 -5.713 6.805 0.4 1.2 0.3 0.00
O 1.633 -2.210 4.438 -0.2 -0.3 -0.4 0.00
O -5.554 -4.062 1.621 -0.5 -1.0 -1.4 0.00
O -3.141 2.081 0.442 0.3 -1.9 -0.1 0.00
O -5.033 4.023 1.695 -1.5 -0.4 -0.1 0.00
O 3.822 1.392 2.014 0.4 0.8 -0.1 0.00
O -0.085 -0.494 -2.054 -2.4 -0.3 -0.2 -0.04
O 4.932 -5.222 -5.132 -0.5 -0.1 -1.0 0.00
O -0.731 1.491 1.902 -1.5 -0.3 -1.5 0.00
O -4.325 -0.021 -0.091 1.2 -0.1 -0.1 0.01
O 1.482 -0.354 -3.577 -0.6 0.0 0.5 0.00
O 0.269 2.616 -5.377 0.9 0.8 -0.8 0.00
O -3.254 -1.408 -2.570 -0.2 -0.9 -0.4 0.02
O 0.815 0.299 0.584 -1.3 -0.8 -0.9 0.05
O 1.708 -1.620 -1.833 0.0 -0.2 -0.6 0.05
O -0.675 5.032 4.310 0.7 -0.5 -0.3 0.00
N -3.688 -2.758 -0.214 2.5 -0.9 0.2 -0.06
N 4.263 -3.698 -2.922 -0.3 -0.3 -1.4 0.00
N 1.730 2.216 3.713 0.5 -0.6 1.4 0.00
N 2.596 -4.826 4.208 1.2 0.9 -0.6 0.00
N 1.072 -0.837 -2.526 1.1 -0.9 0.7 0.01
N -2.344 3.437 -6.561 -0.9 -0.3 -1.9 0.00
N -1.679 -0.069 0.081 -3.1 0.7 0.8 -0.09
C 0.516 2.972 -4.042 -2.1 -1.1 0.9 0.00
C -3.560 4.274 -6.451 1.7 0.0 1.1 0.00
C 3.371 -3.722 -4.091 -1.4 -0.6 0.2 0.00
C 4.088 -0.865 0.277 1.5 -2.0 -0.3 0.00
C -4.240 -2.426 -2.590 -1.1 -0.3 0.2 0.00
C 4.367 2.341 1.095 0.0 -0.8 -0.5 0.00
C 3.456 -3.736 4.681 -0.7 0.6 2.4 0.00
C 5.017 -2.476 -2.825 1.1 1.4 0.7 0.00
C -3.387 0.136 2.365 0.6 0.2 1.1 0.01
C -4.306 5.193 2.089 0.3 -2.1 0.2 0.00
C 2.783 -6.303 6.262 0.9 1.2 0.7 0.00
C -3.294 -3.749 0.840 -1.2 -1.1 -0.5 0.01
C 3.794 -5.299 8.137 -0.1 -0.1 0.6 0.00
C -2.852 4.729 1.824 0.9 2.2 0.9 0.00
C -3.887 5.179 -7.616 0.4 -0.1 0.5 0.00
C -2.179 2.467 -5.509 1.2 0.3 0.1 0.00
C -3.518 -0.459 -3.600 -0.1 0.4 -0.6 0.00
C 3.097 2.676 3.881 -0.3 1.0 -1.3 0.00
C -0.797 1.752 -5.613 -1.1 -0.3 0.4 0.00
C 0.677 2.906 4.425 -0.8 -0.4 -1.2 0.00
C -5.773 -4.157 2.993 0.1 0.9 1.4 0.00
C -3.191 7.157 -8.664 0.6 0.9 0.5 0.00
C -0.602 6.422 3.986 -1.5 -1.1 -0.3 0.00
C -4.026 -3.415 -1.479 -0.9 0.2 0.1 -0.03
C -4.791 5.401 3.532 0.7 -0.2 0.5 0.00
C 1.137 -0.913 4.172 -0.3 -0.6 -0.5 0.00
C 5.349 -2.047 -1.383 -0.8 -0.6 0.0 0.00
C 0.611 4.396 4.135 0.2 1.1 1.5 0.00
C 2.858 -6.148 4.759 0.2 -1.5 -0.6 0.00
C -0.261 2.338 -0.698 0.0 -1.7 0.6 0.01
C -4.431 -4.776 1.124 0.8 1.3 1.3 0.00
C 5.394 -5.974 -6.282 0.7 -0.7 2.2 0.00
C 4.134 1.721 3.365 -0.6 -0.7 -0.2 0.00
C 3.018 -2.340 4.198 -0.1 -0.8 1.2 0.00
C 4.016 -4.160 -5.398 1.4 0.7 -0.5 0.00
H 3.389 -2.195 3.178 -0.6 0.4 -0.2 0.00
H 1.681 -0.118 4.683 0.1 0.0 -0.1 0.00
H -2.068 5.385 2.226 -0.5 0.2 0.3 0.00
H -2.986 0.470 -3.406 0.2 -0.2 0.1 0.00
H 3.530 -6.146 8.780 0.1 -0.1 0.1 0.00
H 4.491 -1.597 -3.207 -0.5 -0.4 -0.3 0.00
H 0.539 2.064 -3.434 1.4 -0.2 -0.2 0.00
H -5.245 -1.998 -2.531 0.1 0.5 0.4 0.00
H -3.287 -4.144 -1.821 0.2 -0.1 0.6 0.00
H 0.090 -0.893 4.480 0.0 0.0 0.2 0.00
H -2.567 4.767 0.772 -0.6 -0.6 -0.2 0.00
H -2.256 7.700 -8.819 0.0 -0.2 -0.5 0.00
H -2.455 -4.388 0.554 0.3 0.5 -0.4 0.02
H -4.991 -3.910 -1.344 0.2 -0.4 -0.3 0.01
H 5.874 -1.086 -1.402 0.3 -0.1 -0.1 0.00
H 1.522 1.727 2.859 0.0 0.3 -0.1 0.00
H -0.147 7.055 4.748 0.5 -0.2 -0.1 0.00
H 3.009 -4.553 8.304 -0.3 0.0 -0.6 0.00
H -4.705 -5.393 0.271 0.0 0.1 -0.1 0.00
H 4.895 -4.445 -3.198 0.3 -0.1 0.8 0.00
H -6.791 -3.873 3.261 0.0 0.3 -0.5 0.00
H 5.915 -2.819 -0.846 0.5 0.1 -0.2 0.00
H -3.918 4.588 -8.537 0.0 0.2 -0.2 0.00
H -0.401 3.341 -3.559 0.1 1.0 -0.4 0.00
H 4.547 -3.837 4.624 0.0 -0.3 -0.7 0.00
H 3.437 -1.611 4.901 0.9 0.1 -0.4 0.00
H -5.669 -5.130 3.483 0.5 -0.3 -0.6 0.00
H 3.322 -3.740 5.767 -0.1 0.3 0.0 0.00
H -0.632 1.291 -6.587 -0.2 0.4 -0.2 0.00
H 4.674 -4.818 8.561 0.4 -0.3 -0.4 0.00
H -1.554 4.062 -6.648 0.2 -0.2 0.2 0.00
H -2.981 1.726 -5.503 -0.1 0.0 -0.3 0.00
H -4.588 -0.249 -3.651 0.0 0.1 0.3 0.00
H 2.844 -4.796 3.222 -0.7 -0.9 -0.2 0.00
H 4.091 0.796 3.946 0.0 -0.1 -0.2 0.00
H -4.404 3.638 -6.187 -0.1 0.1 0.0 0.00
H -3.846 7.946 -8.273 -0.5 -0.3 -0.1 0.00
H 3.260 -1.122 0.931 -0.5 0.9 -0.3 0.00
H -0.277 2.528 4.044 0.0 -0.4 0.4 0.00
H 4.856 -6.922 -6.251 -0.2 0.0 -0.5 0.00
H -0.211 6.529 2.972 0.5 0.3 0.1 0.00
H -4.337 -3.067 -3.475 0.8 0.5 -0.6 0.00
H -4.586 3.521 1.009 0.3 0.2 0.0 0.00
H 5.971 -2.479 -3.369 0.1 -0.2 -0.1 0.00
H -2.651 3.785 2.322 -0.2 -0.2 -0.3 0.00
H 4.979 -1.019 0.902 0.1 0.6 0.2 0.00
H -4.377 6.281 4.028 -0.5 0.5 -0.4 0.00
H 4.170 0.082 -0.250 -0.6 0.3 0.4 0.00
H 2.922 -7.293 6.706 -1.3 -0.5 -0.9 0.00
H -3.585 6.713 -9.579 0.1 0.1 -0.1 0.00
H 2.158 -6.826 4.262 -0.4 0.0 0.3 0.00
H 5.453 2.224 1.064 0.1 0.2 0.0 0.00
H 1.320 3.689 -3.925 0.2 -0.3 -0.2 0.00
H 3.982 2.077 0.111 0.0 -0.1 0.0 0.00
H -1.657 6.690 3.906 0.1 0.4 0.1 0.00
H -3.232 4.922 -5.628 -1.3 0.4 0.4 0.00
H 0.795 2.717 5.493 -0.3 0.1 0.1 0.00
H 3.416 2.965 4.886 -0.7 0.0 0.2 0.00
H -5.878 5.320 3.531 -0.1 0.7 -0.1 0.00
H 2.563 -4.436 -3.888 0.2 -0.3 0.2 0.00
H 5.147 2.122 3.458 0.0 0.2 0.0 0.00
H 1.196 4.854 4.941 0.8 0.4 -0.6 0.00
H 3.331 -4.422 -6.209 -0.4 -0.1 0.3 0.00
H -3.249 -0.865 -4.577 0.3 0.0 0.1 0.00
H 4.118 3.398 1.215 -0.2 -0.1 0.7 0.00
H 1.022 4.594 3.143 0.0 0.2 -0.1 0.00
H -5.091 -3.429 3.450 -0.1 -0.3 0.6 0.00
H -4.517 -2.286 0.134 0.2 0.5 0.0 0.03
H -4.010 -5.402 1.914 -0.2 -0.4 -0.1 0.00
H 5.469 -5.572 -7.291 -0.5 0.7 0.2 0.00
H 6.405 -6.201 -5.939 0.2 -0.2 -0.5 0.00
H 2.789 -2.806 -4.216 0.5 0.4 0.0 0.00
H 4.661 -3.371 -5.809 -0.3 0.4 0.0 0.00
H -4.696 6.007 1.473 0.6 0.3 0.0 0.00
H 1.134 -0.773 3.087 0.2 0.5 0.0 0.00
H 3.155 3.554 3.221 0.7 0.5 0.5 0.00
H -4.530 4.639 4.274 0.5 -0.6 -0.7 0.00
H -4.854 5.650 -7.419 -0.2 -0.1 -0.1 0.00
H -2.215 2.983 -4.537 -0.1 -0.2 0.3 0.00
H -0.793 0.895 -4.926 0.1 0.1 0.4 0.00
H 3.809 -6.628 4.485 0.4 0.5 -0.1 0.00
H 1.938 -5.734 6.663 -0.3 -0.4 0.0 0.00
H -3.025 -3.233 1.760 -0.1 0.1 -0.1 0.00
```
Positions in Å, forces in eV/Å.

E_HOMO (spin up / spin down) (eV): -7.60 / -7.60
⟨S²⟩: 6.02
Kohn-Sham gap (spin up / spin down) (eV): 5.859 / 6.197
Multiplicity: 5
Total charge: 0
Molecular weight (g/mol): 1120.20